ORCA calculation (ωB97M-V with the def2-TZVPD basis set) on 6 unconnected molecules or ions with the total composition C50H54NO13S.

* Kohn-Sham gap: 6.6 eV
* HOMO: -11.0 eV

Geometry as ORCA input:
```
! RIJCOSX wB97M-V def2-TZVPD def2/J DEFGRID3
* xyz 1 1
C 3.1194 -2.6167 4.0563
C 2.4628 -2.6418 5.4448
S 0.6631 -2.4210 5.4173
C 0.0675 -2.7943 3.7348
O -1.2515 -2.2526 3.6046
C -1.3476 -1.1598 2.8073
O -0.8523 -0.1019 3.0803
C -2.2079 -1.3420 1.5867
C -3.5423 -0.9482 1.6730
C -4.3521 -1.0703 0.5724
N -3.8623 -1.5619 -0.5752
C -2.5780 -1.9414 -0.6800
C -1.7049 -1.8480 0.3874
C -0.2762 -2.2579 0.1706
C -0.0573 -3.7913 0.1915
C 0.9796 -4.2726 -0.8357
C 2.2159 -3.3677 -0.9575
C 3.2688 -3.6493 0.1238
C 4.4803 -2.7011 0.1177
C 4.1558 -1.2486 -0.2143
C 3.2137 -0.5823 0.7908
C 2.6617 0.7716 0.2933
C 2.6580 1.8957 1.3494
O 3.7007 2.8295 1.1707
C 4.9633 2.2244 1.3730
H 2.8056 -1.7036 3.5402
H 2.7135 -3.4405 3.4632
H 4.2051 -2.6472 4.1041
H 2.7024 -3.5993 5.9083
H 2.9161 -1.8510 6.0426
H 0.0767 -3.8681 3.5643
H 0.7267 -2.3003 3.0184
H -3.9467 -0.5384 2.5919
H -5.3857 -0.7520 0.5893
H -4.4554 -1.6295 -1.3932
H -2.2388 -2.3271 -1.6341
H 0.0016 -1.8953 -0.8231
H 0.3760 -1.7813 0.9019
H -1.0062 -4.2986 -0.0094
H 0.2579 -4.0901 1.1936
H 1.3489 -5.2416 -0.4829
H 0.5401 -4.4629 -1.8166
H 2.6812 -3.6430 -1.9114
H 1.9579 -2.3153 -1.0695
H 2.7775 -3.7247 1.1011
H 3.6494 -4.6529 -0.0912
H 5.2723 -3.0564 -0.5443
H 4.9058 -2.7105 1.1285
H 3.7036 -1.1430 -1.2070
H 5.0713 -0.6488 -0.2650
H 2.3669 -1.2568 0.9543
H 3.6985 -0.3989 1.7521
H 1.6221 0.6535 -0.0335
H 3.2262 1.1475 -0.5638
H 2.6517 1.5061 2.3811
H 1.7462 2.4919 1.2515
H 5.7026 2.9874 1.6181
H 5.2952 1.7452 0.4423
H 4.9103 1.5114 2.2036
C -0.6295 0.1828 -4.1348
C -1.4167 0.9391 -4.8957
C -2.0285 0.4022 -6.1394
O -2.7446 1.0909 -6.8315
C -1.7290 -1.0072 -6.4999
C -0.9413 -1.7619 -5.7376
C -0.3324 -1.2264 -4.4960
O 0.3842 -1.9146 -3.7960
H -0.1707 0.5536 -3.2257
H -1.6469 1.9688 -4.6524
H -2.1843 -1.3772 -7.4099
H -0.7088 -2.7906 -5.9824
C -3.4630 -0.4118 6.9515
C -3.9949 -0.1962 5.7519
C -5.3133 -0.7654 5.3798
O -5.7955 -0.5693 4.2781
C -6.0210 -1.5812 6.3923
C -5.4927 -1.7992 7.5940
C -4.1715 -1.2317 7.9707
O -3.6897 -1.4270 9.0620
H -2.5019 -0.0068 7.2434
H -3.4946 0.4011 4.9980
H -6.9816 -1.9845 6.0982
H -5.9922 -2.3930 8.3486
C 3.7458 5.5612 -2.5905
C 3.9127 5.7596 -3.8959
C 4.3515 4.6604 -4.7916
O 4.5052 4.8365 -5.9801
C 4.5965 3.3310 -4.1744
C 4.4295 3.1341 -2.8695
C 3.9892 4.2330 -1.9708
O 3.8344 4.0483 -0.7819
H 3.4270 6.3493 -1.9201
H 3.7397 6.7198 -4.3649
H 4.9163 2.5436 -4.8454
H 4.6054 2.1719 -2.4031
C -4.2015 1.6716 -9.6231
C -5.4166 2.0122 -9.2034
C -6.4848 2.3946 -10.1602
O -7.5914 2.7062 -9.7757
C -6.1449 2.3810 -11.6060
C -4.9296 2.0402 -12.0272
C -3.8625 1.6577 -11.0683
O -2.7547 1.3437 -11.4489
H -3.4126 1.3914 -8.9388
H -5.6836 2.0281 -8.1541
H -6.9380 2.6624 -12.2869
H -4.6615 2.0243 -13.0759
C 0.6564 3.4346 8.0124
C 0.0511 4.2030 7.1097
C -0.3492 3.6655 5.7849
O -0.9004 4.3623 4.9596
C -0.0499 2.2385 5.5062
C 0.5545 1.4699 6.4084
C 0.9552 2.0068 7.7335
O 1.5044 1.3038 8.5537
H 0.9573 3.8064 8.9835
H -0.1765 5.2452 7.2933
H -0.3494 1.8646 4.5352
H 0.7800 0.4271 6.2208
*
```

Atomic partial charges in e from the Löwdin method, atoms 1 to 5: C -0.15; C -0.51; S 0.91; C -0.46; O -0.04